DFT (the ωB97M-V functional and the def2-TZVPD basis) results for a cluster of 19 separate species, C22H28Cl54NO2P in total at a distorted geometry.

- LUMO level (eV) = -0.01

ORCA input file:
```
! wB97M-V def2-TZVPD RIJCOSX def2/J DEFGRID3
* xyz 0 1
C -4.22682 1.72034 -0.98609
C -3.92663 0.77132 -2.11640
O -4.02142 -0.41465 -1.96348
O -3.59100 1.21739 -3.34352
C -2.88189 2.46102 -3.46403
C -1.50167 2.43512 -2.79590
P -0.71280 4.11976 -2.73479
N 0.62717 3.85586 -1.62433
H -5.23181 2.12965 -1.02311
H -3.51070 2.54368 -0.96102
H -4.08475 1.15810 -0.07042
H -2.71062 2.58675 -4.53263
H -3.48894 3.32059 -3.16484
H -0.82020 1.81859 -3.38549
H -1.51946 2.00493 -1.78926
H -1.59639 4.93347 -1.98992
H 0.76103 2.85125 -1.54099
H 0.35910 4.20312 -0.70869
C -6.26256 1.14602 2.69904
Cl -6.20495 1.17122 4.46394
Cl -5.42236 2.55418 2.04422
Cl -5.56636 -0.34169 2.05783
H -7.29924 1.19197 2.39341
C -4.84009 6.29373 -1.83774
Cl -4.12330 6.61162 -3.41728
Cl -5.78239 4.81553 -1.88719
Cl -3.58562 6.22628 -0.60248
H -5.50517 7.11074 -1.59233
C 2.88656 1.03168 -3.53178
Cl 1.75841 0.00017 -2.65023
Cl 2.07436 2.22794 -4.55379
Cl 3.96280 1.85079 -2.39835
H 3.47753 0.39303 -4.17468
C 7.87662 2.55370 -1.82522
Cl 6.55668 3.19580 -0.85072
Cl 9.38052 3.41808 -1.48990
Cl 8.07645 0.82502 -1.55043
H 7.62947 2.70386 -2.86780
C 0.30199 -4.15268 -2.59744
Cl 0.67385 -3.14171 -3.99578
Cl 1.46126 -5.48030 -2.50808
Cl 0.30354 -3.18977 -1.10640
H -0.69123 -4.56580 -2.72196
C -4.16855 -1.99851 6.81901
Cl -4.08655 -0.52484 7.78826
Cl -5.01014 -3.28412 7.69482
Cl -4.95282 -1.67561 5.27751
H -3.15719 -2.32981 6.62457
C 1.37552 7.83732 -0.68074
Cl 2.65836 6.71041 -0.24216
Cl 2.04689 9.38262 -1.20306
Cl 0.33788 7.14982 -1.93250
H 0.77030 8.01524 0.19806
C 11.81531 5.69754 0.38453
Cl 10.80630 6.15276 1.75342
Cl 12.68436 7.09358 -0.25532
Cl 12.94042 4.41080 0.83380
H 11.17186 5.31751 -0.39723
C -5.26742 -1.88182 -4.92898
Cl -5.96624 -3.15852 -5.93247
Cl -3.81920 -2.44436 -4.11036
Cl -4.90811 -0.44495 -5.88520
H -5.99655 -1.60616 -4.17846
C 0.53430 -7.39155 1.38023
Cl 0.02964 -8.71440 0.31350
Cl 2.22036 -7.59739 1.85782
Cl 0.29548 -5.82914 0.58583
H -0.07789 -7.42294 2.27240
C -3.79992 -3.38501 11.30093
Cl -5.21470 -2.71951 12.11438
Cl -2.36584 -2.41399 11.64478
Cl -3.54097 -5.06877 11.76052
H -3.97969 -3.35033 10.23497
C 14.90261 4.62562 -2.35610
Cl 16.16447 3.45852 -1.96194
Cl 15.59899 6.13301 -2.94883
Cl 13.76637 3.95142 -3.52680
H 14.35566 4.84568 -1.44906
C 3.98692 -8.28388 -4.58163
Cl 3.76199 -8.10222 -2.84012
Cl 2.89194 -9.50664 -5.22590
Cl 3.75995 -6.74138 -5.40485
H 5.00211 -8.61413 -4.75550
C -5.04797 1.47374 12.36360
Cl -4.58640 0.91833 10.75421
Cl -4.99616 3.23486 12.45692
Cl -6.64878 0.87247 12.79894
H -4.33417 1.07709 13.07329
C -3.16441 3.35581 5.04587
Cl -2.55834 4.31448 3.69228
Cl -2.11537 1.97181 5.35266
Cl -3.33773 4.34722 6.49325
H -4.14253 2.97977 4.77467
C -3.43523 -6.94453 -1.66431
Cl -4.02172 -6.79194 -0.00556
Cl -4.38488 -8.13503 -2.55530
Cl -3.47761 -5.38409 -2.46759
H -2.40841 -7.28662 -1.63327
C 1.73490 -12.18089 -0.60749
Cl 2.04348 -12.24035 1.12938
Cl 2.39901 -10.70802 -1.31127
Cl 2.38590 -13.61163 -1.40951
H 0.66326 -12.17265 -0.75641
C -1.36109 3.22832 -7.83223
Cl -2.64457 2.16045 -7.26509
Cl -1.99253 4.43173 -8.95643
Cl -0.56429 4.00413 -6.46061
H -0.62950 2.62795 -8.35609
*
```

DFT (the ωB97M-V functional and the def2-TZVPD basis) results for the ion C4H11N2O2 with charge +1 at a distorted geometry.

- LUMO level (eV) = -3.45
- structure (SMILES) = N[C@H](CC[NH3+])C(=O)O
- energy relative to the best compared isomer or geometry (same formula, charge and spin) (kJ/mol) = 193.2

ORCA input file:
```
! wB97M-V def2-TZVPD RIJCOSX def2/J DEFGRID3
* xyz 1 1
N 0.12899 -2.00705 -1.47891
C -0.21791 -1.06794 -0.48590
C 0.41100 0.32486 -0.91764
C -0.26701 1.58420 -0.47707
N 0.22319 2.02889 0.92543
C -0.08451 -1.48505 0.90765
O 0.08875 -2.53458 1.40761
O -0.18764 -0.46386 1.90594
H -0.58742 -2.71228 -1.58986
H 1.04662 -2.42133 -1.54130
H -1.31533 -0.85393 -0.58230
H 0.14954 0.34205 -1.99592
H 1.56616 0.23371 -0.90626
H -0.19265 2.29094 -1.30765
H -1.45025 1.35293 -0.43827
H -0.42495 2.69615 1.46052
H 0.34834 1.24255 1.56087
H 1.10599 2.32191 0.70057
H -0.34091 -0.87217 2.85251
*
```

DFT (the ωB97M-V functional and the def2-TZVPD basis) results for a structure of composition C24H26BF5N10O4S3Ti at a distorted geometry.

- ⟨S²⟩ = 0.772
- LUMO level (spin up / spin down) (eV) = -4.38 / -5.89
- energy relative to the best compared isomer or geometry (same formula, charge and spin) (kJ/mol) = 16.2

ORCA input file:
```
! wB97M-V def2-TZVPD RIJCOSX def2/J DEFGRID3
* xyz 1 2
Ti 0.08465 -0.11710 0.46380
C 1.14887 0.36517 3.93550
C -0.09751 -0.37079 3.60793
C -1.05669 -0.83740 4.50258
C -2.00530 -1.47635 3.73129
N -1.62596 -1.41295 2.45069
N -0.45446 -0.73296 2.35788
B -2.44641 -1.88818 1.22555
N -1.52611 -2.66137 0.26994
C -1.76898 -3.79355 -0.40160
C -0.70696 -4.03821 -1.24103
C 0.17200 -2.97262 -1.05229
C 1.47333 -2.79131 -1.74040
N -0.33888 -2.13092 -0.13095
N -2.89685 -0.62063 0.46888
C -4.10859 -0.14300 0.17643
C -3.96404 1.05623 -0.49048
C -2.59469 1.27570 -0.58104
C -1.95003 2.45284 -1.21761
N -1.93744 0.24114 -0.00595
N -3.55618 -2.77115 1.71594
C -3.41784 -4.01693 2.25079
C -4.56938 -4.32260 2.92122
C -5.38628 -3.17758 2.77502
C -6.75823 -2.94607 3.30313
N -4.76301 -2.25124 2.07192
H 1.02311 0.88495 4.88377
H 1.40439 1.10010 3.18403
H 1.97954 -0.33685 4.02716
H -1.05178 -0.71435 5.57078
H -2.92677 -1.96594 4.00078
H -2.67746 -4.34626 -0.23763
H -0.57420 -4.87632 -1.90190
H 1.93192 -3.76867 -1.89003
H 2.14704 -2.17209 -1.16111
H 1.33353 -2.33479 -2.72142
H -4.98055 -0.67962 0.50214
H -4.74679 1.69709 -0.85522
H -2.59097 3.32232 -1.07786
H -1.84649 2.28843 -2.28867
H -0.97517 2.68443 -0.80630
H -2.50913 -4.58578 2.13531
H -4.79974 -5.24020 3.43441
H -7.43778 -3.73672 2.98522
H -7.14080 -1.99357 2.94275
H -6.75935 -2.93011 4.39354
O 2.36400 2.46682 1.61658
S 1.40733 2.18450 0.59261
O 1.28146 3.10166 -0.48956
O 0.04121 1.76186 1.15056
O 1.69737 0.73810 0.03146
F 4.33602 4.01567 -3.54598
C 3.39121 3.13246 -3.35431
C 3.69999 1.92418 -2.73371
F 4.95172 1.68061 -2.36715
C 2.71298 0.99894 -2.52581
F 3.05531 -0.16411 -2.00252
C 1.36970 1.23104 -2.90400
S 0.08062 0.18793 -2.50851
C 1.12144 2.44532 -3.58750
F -0.09929 2.71073 -4.00197
C 2.10095 3.39223 -3.79246
F 1.83224 4.53809 -4.39178
C 5.39923 0.61667 1.21350
N 4.10978 0.02338 1.50658
C 3.75657 -1.21044 1.19647
N 4.67267 -2.02302 0.65555
S 2.18878 -1.83397 1.49231
H 5.44578 1.58533 1.70323
H 5.54480 0.76101 0.14069
H 6.20891 0.00402 1.61492
H 3.38029 0.63539 1.83313
H 5.60791 -1.72246 0.43813
H 4.40349 -2.96685 0.44459
*
```

DFT (the ωB97M-V functional and the def2-TZVPD basis) results for a structure of composition C4H6EuO2 at a distorted geometry.

- ⟨S²⟩ = 15.761
- LUMO level (spin up / spin down) (eV) = 0.13 / 0.18
- energy relative to the best compared isomer or geometry (same formula, charge and spin) (kJ/mol) = 255.2

ORCA input file:
```
! wB97M-V def2-TZVPD RIJCOSX def2/J DEFGRID3
* xyz 0 8
C 0.88327 -0.72720 -0.80604
O 2.03649 -1.36183 -0.47907
H 0.90750 -0.37976 -1.84007
H 2.10945 -1.50289 0.47200
C -0.69358 2.29993 0.34514
C -0.88002 1.06805 -0.15124
C -0.00265 -0.08757 0.16292
O -0.35732 -1.36146 -0.45789
Eu -0.98571 -3.76966 0.82415
H 0.02773 2.47193 1.14905
H -1.53503 0.95488 -1.02290
H -1.76674 2.60359 0.58184
H 0.25663 -0.20802 1.22210
*
```

Repeat the second record exactly.
DFT (the ωB97M-V functional and the def2-TZVPD basis) results for the ion C4H11N2O2 with charge +1 at a distorted geometry.

- LUMO level (eV) = -3.45
- structure (SMILES) = N[C@H](CC[NH3+])C(=O)O
- energy relative to the best compared isomer or geometry (same formula, charge and spin) (kJ/mol) = 193.2

ORCA input file:
```
! wB97M-V def2-TZVPD RIJCOSX def2/J DEFGRID3
* xyz 1 1
N 0.12899 -2.00705 -1.47891
C -0.21791 -1.06794 -0.48590
C 0.41100 0.32486 -0.91764
C -0.26701 1.58420 -0.47707
N 0.22319 2.02889 0.92543
C -0.08451 -1.48505 0.90765
O 0.08875 -2.53458 1.40761
O -0.18764 -0.46386 1.90594
H -0.58742 -2.71228 -1.58986
H 1.04662 -2.42133 -1.54130
H -1.31533 -0.85393 -0.58230
H 0.14954 0.34205 -1.99592
H 1.56616 0.23371 -0.90626
H -0.19265 2.29094 -1.30765
H -1.45025 1.35293 -0.43827
H -0.42495 2.69615 1.46052
H 0.34834 1.24255 1.56087
H 1.10599 2.32191 0.70057
H -0.34091 -0.87217 2.85251
*
```

Please write out number 3 again, unchanged.
DFT (the ωB97M-V functional and the def2-TZVPD basis) results for a structure of composition C24H26BF5N10O4S3Ti at a distorted geometry.

- ⟨S²⟩ = 0.772
- LUMO level (spin up / spin down) (eV) = -4.38 / -5.89
- energy relative to the best compared isomer or geometry (same formula, charge and spin) (kJ/mol) = 16.2

ORCA input file:
```
! wB97M-V def2-TZVPD RIJCOSX def2/J DEFGRID3
* xyz 1 2
Ti 0.08465 -0.11710 0.46380
C 1.14887 0.36517 3.93550
C -0.09751 -0.37079 3.60793
C -1.05669 -0.83740 4.50258
C -2.00530 -1.47635 3.73129
N -1.62596 -1.41295 2.45069
N -0.45446 -0.73296 2.35788
B -2.44641 -1.88818 1.22555
N -1.52611 -2.66137 0.26994
C -1.76898 -3.79355 -0.40160
C -0.70696 -4.03821 -1.24103
C 0.17200 -2.97262 -1.05229
C 1.47333 -2.79131 -1.74040
N -0.33888 -2.13092 -0.13095
N -2.89685 -0.62063 0.46888
C -4.10859 -0.14300 0.17643
C -3.96404 1.05623 -0.49048
C -2.59469 1.27570 -0.58104
C -1.95003 2.45284 -1.21761
N -1.93744 0.24114 -0.00595
N -3.55618 -2.77115 1.71594
C -3.41784 -4.01693 2.25079
C -4.56938 -4.32260 2.92122
C -5.38628 -3.17758 2.77502
C -6.75823 -2.94607 3.30313
N -4.76301 -2.25124 2.07192
H 1.02311 0.88495 4.88377
H 1.40439 1.10010 3.18403
H 1.97954 -0.33685 4.02716
H -1.05178 -0.71435 5.57078
H -2.92677 -1.96594 4.00078
H -2.67746 -4.34626 -0.23763
H -0.57420 -4.87632 -1.90190
H 1.93192 -3.76867 -1.89003
H 2.14704 -2.17209 -1.16111
H 1.33353 -2.33479 -2.72142
H -4.98055 -0.67962 0.50214
H -4.74679 1.69709 -0.85522
H -2.59097 3.32232 -1.07786
H -1.84649 2.28843 -2.28867
H -0.97517 2.68443 -0.80630
H -2.50913 -4.58578 2.13531
H -4.79974 -5.24020 3.43441
H -7.43778 -3.73672 2.98522
H -7.14080 -1.99357 2.94275
H -6.75935 -2.93011 4.39354
O 2.36400 2.46682 1.61658
S 1.40733 2.18450 0.59261
O 1.28146 3.10166 -0.48956
O 0.04121 1.76186 1.15056
O 1.69737 0.73810 0.03146
F 4.33602 4.01567 -3.54598
C 3.39121 3.13246 -3.35431
C 3.69999 1.92418 -2.73371
F 4.95172 1.68061 -2.36715
C 2.71298 0.99894 -2.52581
F 3.05531 -0.16411 -2.00252
C 1.36970 1.23104 -2.90400
S 0.08062 0.18793 -2.50851
C 1.12144 2.44532 -3.58750
F -0.09929 2.71073 -4.00197
C 2.10095 3.39223 -3.79246
F 1.83224 4.53809 -4.39178
C 5.39923 0.61667 1.21350
N 4.10978 0.02338 1.50658
C 3.75657 -1.21044 1.19647
N 4.67267 -2.02302 0.65555
S 2.18878 -1.83397 1.49231
H 5.44578 1.58533 1.70323
H 5.54480 0.76101 0.14069
H 6.20891 0.00402 1.61492
H 3.38029 0.63539 1.83313
H 5.60791 -1.72246 0.43813
H 4.40349 -2.96685 0.44459
*
```